# 1
This record from the OMol25 dataset describes 40 unconnected molecules or ions with the total composition H80O40. The level of theory is the ωB97M-V functional and the def2-TZVPD basis.

```
120
Properties=species:S:1:pos:R:3
H -5.505 -1.375 4.026
H -4.574 -0.272 4.819
O -4.888 -1.195 4.728
H 4.109 2.441 -3.058
H 4.276 3.944 -2.922
O 3.625 3.269 -3.108
H 1.807 4.688 1.436
H 1.299 3.370 1.472
O 1.084 4.235 1.893
H -2.082 -3.272 -4.531
H -3.044 -2.561 -5.523
O -2.410 -3.270 -5.455
H -4.298 -4.681 -0.927
H -4.340 -4.333 -2.412
O -4.200 -3.943 -1.538
H -2.704 -1.594 2.955
O -2.102 -2.271 3.267
H 3.243 0.179 -3.182
O 3.238 0.612 -2.322
H 3.947 2.084 1.651
H 2.842 2.315 2.724
O 3.172 2.596 1.855
H 4.834 -1.041 1.130
H 4.996 -1.048 2.740
O 4.949 -1.573 1.926
H 0.165 -1.419 -2.643
H -1.158 -0.834 -2.095
O -0.243 -0.605 -2.327
H -4.956 -0.719 1.872
H -5.170 -1.986 1.151
O -4.740 -1.129 1.027
H 2.228 0.798 4.966
O 2.041 1.396 4.156
H 4.228 3.017 -0.139
H 4.321 1.647 -0.718
O 4.849 2.263 -0.199
H 1.526 -2.323 2.384
H 0.073 -2.326 3.010
O 0.782 -1.761 2.626
H -2.500 0.996 3.716
H -3.454 1.415 2.564
O -3.433 0.973 3.451
H -5.808 1.649 -2.734
H -5.173 2.985 -2.785
O -5.980 2.562 -2.452
H 5.903 0.468 -0.739
H 6.184 -1.093 -0.675
O 5.880 -0.369 -1.226
H -3.112 -2.844 -2.106
H -2.116 -2.066 -1.178
O -2.309 -2.282 -2.116
H -2.476 -2.763 0.583
O -1.531 -2.767 0.370
H -0.589 -1.445 -5.506
H 0.472 -1.874 -6.607
O 0.335 -1.613 -5.687
H 1.680 0.804 0.291
O 0.756 0.644 0.080
H 2.965 -1.480 0.263
H 1.489 -1.442 0.146
O 2.229 -2.071 0.037
H -2.365 -4.924 0.438
H -0.828 -4.830 0.764
O -1.550 -5.401 0.519
H -0.472 -0.817 1.796
H -1.159 0.536 1.489
O -1.342 -0.364 1.761
H -2.083 2.891 -2.654
H -1.163 4.059 -2.002
O -1.326 3.105 -2.109
H -4.223 -4.540 1.965
H -3.815 -3.227 2.142
O -4.369 -3.689 1.499
H 1.037 5.675 -2.621
H 0.467 5.766 -1.092
O 0.893 5.237 -1.777
H 2.836 -1.662 -1.716
H 3.842 -2.065 -2.822
O 2.885 -1.778 -2.694
H 3.015 -5.741 1.482
H 2.889 -4.755 0.502
O 3.225 -4.791 1.416
H 2.816 -3.201 4.562
H 2.712 -1.673 4.764
O 2.185 -2.475 4.632
H 0.203 4.018 4.053
H -0.903 4.983 4.409
O -0.738 4.029 4.331
H 0.787 2.567 -3.125
O 1.088 1.670 -3.020
H 0.930 2.878 -4.990
H -0.408 2.540 -4.415
O -0.003 3.073 -5.094
H -1.052 -2.198 1.005
H -2.301 -2.604 4.138
H 0.690 0.880 -0.871
H 2.403 1.086 -2.096
H 1.689 0.601 3.709
H 0.471 0.964 -3.322
O 2.796 4.235 -0.156
H 3.427 4.560 -0.838
H 2.056 4.307 -0.852
O 1.901 -4.875 -3.114
H 1.826 -5.214 -4.015
H 0.988 -4.529 -2.989
O -1.363 -5.051 -2.411
H -1.700 -4.217 -2.088
H -0.921 -5.329 -1.591
O -1.388 5.818 1.097
H -1.829 5.039 0.765
H -0.706 5.590 1.736
O -3.522 4.580 -2.547
H -3.243 5.084 -3.315
H -3.019 4.927 -1.811
O 1.627 -0.278 6.178
H 0.979 -1.010 6.064
H 0.994 0.268 5.648
O -2.354 2.882 1.955
H -2.114 2.084 2.414
H -2.032 3.597 2.509
```

The frontier orbital gap (alpha / beta) is 0.3547 / 0.1310 Ha. The relative energy (zero: lowest compared OMol25 entry of this formula, charge and spin) is 4.912 eV. The value obtained for the total energy is -3057.1218 a.u. Its expectation value of S² is 0.76. The LUMO energy (alpha / beta) comes out at -0.1111 / -0.3348 Eh. Its spin multiplicity is 2. The charge is +1.

Atom charges from the Löwdin analysis, given in e for atoms 1 to 8:
1. H 0.018
2. H 0.035
3. O -0.059
4. H 0.022
5. H 0.054
6. O -0.026
7. H 0.022
8. H 0.033

# 2
This record from the OMol25 dataset describes a single C3H2N2O molecule. The level of theory is the ωB97M-V functional and the def2-TZVPD basis.

```
8
Properties=species:S:1:pos:R:3
N -0.809 2.555 -1.024
C -0.487 1.509 -0.647
C -0.175 0.124 -0.219
O -0.675 -0.104 1.009
C 1.392 -0.772 0.044
N 1.378 -1.779 0.640
H -0.374 -0.571 -1.017
H -0.249 -0.962 1.214
```

The frontier orbital gap is 0.3838 Ha. The relative energy (zero: lowest compared OMol25 entry of this formula, charge and spin) is 2.472 eV. The SMILES is N#CC(O)C#N. The value obtained for the total energy is -300.1406 a.u. The LUMO energy comes out at -0.0604 Eh. Its spin multiplicity is 1.

For each atom in turn, the Löwdin charge in e is:
1. N 0.188
2. C -0.120
3. C -0.279
4. O 0.015
5. C -0.067
6. N 0.067
7. H 0.119
8. H 0.077

# 3
This record from the OMol25 dataset describes a single C5H10O molecule. The level of theory is the ωB97M-V functional and the def2-TZVPD basis.

```
16
Properties=species:S:1:pos:R:3
O -2.318 0.066 0.111
C -1.462 0.170 -1.011
C 0.018 0.138 -0.661
C 0.710 0.975 0.455
C 1.551 -0.284 0.782
C 0.461 -1.126 0.088
H -1.899 0.495 0.863
H -1.644 -0.731 -1.613
H -1.735 1.033 -1.638
H 0.603 0.258 -1.583
H 0.050 1.229 1.296
H 1.240 1.887 0.165
H 2.491 -0.298 0.222
H 1.771 -0.486 1.833
H -0.326 -1.414 0.794
H 0.723 -1.990 -0.526
```

The frontier orbital gap is 0.4108 Ha. The relative energy (zero: lowest compared OMol25 entry of this formula, charge and spin) is 1.147 eV. The SMILES is OCC1CCC1. The value obtained for the total energy is -271.7105 a.u. The LUMO energy comes out at 0.0390 Eh. Its spin multiplicity is 1.

Atom charges from the Löwdin analysis, given in e for atoms 1 to 8:
1. O -0.066
2. C -0.239
3. C -0.307
4. C -0.138
5. C -0.169
6. C -0.157
7. H 0.068
8. H 0.122

# 4
This record from the OMol25 dataset describes a molecular structure, C2H4Br4. The level of theory is the ωB97M-V functional and the def2-TZVPD basis.

```
10
Properties=species:S:1:pos:R:3
Br 1.910 1.697 -0.666
Br 2.625 4.017 1.415
C 3.163 2.366 0.615
H 3.299 1.609 1.411
H 4.141 2.511 0.117
Br 1.583 1.119 2.506
Br -0.971 1.152 0.582
C 0.243 2.178 1.646
H -0.332 2.725 2.419
H 0.738 2.928 1.001
```

The frontier orbital gap is 0.3764 Ha. The value obtained for the total energy is -10374.5931 a.u. The LUMO energy comes out at 0.0113 Eh. Its spin multiplicity is 1.

Atom charges from the Löwdin analysis, given in e for atoms 1 to 8:
1. Br 0.640
2. Br 0.674
3. C -1.131
4. H -0.107
5. H 0.017
6. Br 0.675
7. Br 0.563
8. C -1.198

# 5
This record from the OMol25 dataset describes 8 unconnected molecules or ions with the total composition C5H27N2O7S. The level of theory is the ωB97M-V functional and the def2-TZVPD basis.

```
42
Properties=species:S:1:pos:R:3
C 2.265 0.771 -0.868
N 1.776 -0.546 -0.531
C 1.110 -0.706 0.777
C 0.883 -2.201 1.019
S -0.637 -2.439 2.012
C 1.612 1.244 -2.273
N 0.718 0.263 -2.850
C 0.741 2.477 -1.953
H 2.101 1.498 -0.075
H 3.329 0.839 -1.130
H 2.475 -1.249 -0.679
H 1.648 -0.194 1.576
H 0.148 -0.209 0.641
H 1.739 -2.556 1.598
H 0.987 -2.698 0.066
H 2.449 1.422 -2.942
H 1.139 -0.615 -3.115
H 0.002 -0.025 -2.196
H 0.821 3.218 -2.759
H 1.023 2.904 -1.003
H -0.330 2.304 -1.970
H -1.863 0.651 -2.076
H -2.279 -0.695 -2.778
O -2.559 -0.005 -2.172
H 0.989 1.339 3.673
H -0.234 1.685 2.822
O 0.653 1.979 3.041
H -0.179 -2.772 -0.985
H 0.743 -3.249 -2.120
O -0.164 -3.012 -1.928
H -1.146 1.782 0.667
H -0.648 3.042 1.041
O -1.033 2.649 0.240
H -3.065 -0.461 1.889
H -2.706 0.496 0.905
O -3.022 0.511 1.817
H -2.868 -1.215 -0.435
H -2.492 -2.502 0.390
O -3.178 -1.839 0.215
H 0.098 -1.232 3.883
H -0.991 -0.351 4.391
O -0.054 -0.306 4.176
```

The frontier orbital gap is 0.2485 Ha. The relative energy (zero: lowest compared OMol25 entry of this formula, charge and spin) is 2.472 eV. The value obtained for the total energy is -1241.0925 a.u. The LUMO energy comes out at 0.1103 Eh. Its spin multiplicity is 1. The charge is -1.

Atom charges from the Löwdin analysis, given in e for atoms 1 to 8:
1. C -0.180
2. N -0.097
3. C -0.304
4. C -0.677
5. S 0.395
6. C -0.388
7. N 0.017
8. C -0.081

# 6
This record from the OMol25 dataset describes 2 unconnected molecules or ions with the total composition C28H31N3O2. The level of theory is the ωB97M-V functional and the def2-TZVPD basis.

```
64
Properties=species:S:1:pos:R:3
C 4.482 -3.716 0.075
O 3.686 -3.133 1.130
C 2.627 -2.366 0.766
C 1.994 -1.641 1.799
C 1.221 -0.540 1.468
C 1.047 -0.168 0.141
C 0.502 1.202 -0.230
C -0.843 1.748 0.252
C -1.799 1.037 1.107
N -2.428 -0.166 0.477
C -2.343 -1.375 1.086
C -3.160 -2.413 0.719
C -4.174 -2.176 -0.246
N -5.261 -2.988 -0.331
C -6.402 -2.628 -1.147
C -5.497 -4.023 0.656
C -4.072 -0.995 -1.028
C -3.197 -0.010 -0.635
C -0.716 3.127 0.098
C -1.686 4.203 0.282
O 0.591 3.469 -0.151
C 1.505 -1.017 -0.873
C 2.298 -2.119 -0.587
H 5.256 -4.269 0.606
H 3.874 -4.397 -0.539
H 4.938 -2.949 -0.571
H 2.183 -1.893 2.838
H 0.810 0.087 2.255
H 0.436 1.201 -1.336
H -1.329 0.693 2.045
H -2.595 1.749 1.387
H -1.632 -1.444 1.915
H -3.075 -3.358 1.258
H -6.090 -2.367 -2.163
H -7.068 -3.493 -1.189
H -6.962 -1.781 -0.725
H -4.612 -4.657 0.778
H -5.763 -3.602 1.638
H -6.332 -4.634 0.305
H -4.733 -0.808 -1.874
H -3.135 0.958 -1.139
H -2.695 3.802 0.130
H -1.627 4.606 1.306
H -1.536 5.025 -0.429
H 1.314 -0.766 -1.920
H 2.728 -2.719 -1.393
C 2.713 4.320 0.338
C 1.355 2.274 0.160
C 1.560 2.357 1.648
N 1.563 2.584 2.801
C 2.750 2.252 -0.490
C 2.826 2.322 -1.903
C 3.869 1.668 -2.567
C 4.782 0.890 -1.847
C 4.760 0.859 -0.452
C 3.758 1.565 0.226
H 3.706 4.141 0.768
H 2.701 4.694 -0.686
H 2.062 4.884 1.022
H 2.090 2.921 -2.433
H 3.946 1.753 -3.647
H 5.552 0.329 -2.382
H 5.501 0.290 0.119
H 3.774 1.601 1.320
```

The frontier orbital gap is 0.1048 Ha. The relative energy (zero: lowest compared OMol25 entry of this formula, charge and spin) is 9.751 eV. The value obtained for the total energy is -1400.0203 a.u. The LUMO energy comes out at -0.0367 Eh. Its spin multiplicity is 1.

Atom charges from the Löwdin analysis, given in e for atoms 1 to 8:
1. C -0.066
2. O -0.092
3. C -0.275
4. C 0.011
5. C -0.060
6. C -0.172
7. C -0.186
8. C -0.123

What did the fifth record say?
This record from the OMol25 dataset describes 8 unconnected molecules or ions with the total composition C5H27N2O7S. The level of theory is the ωB97M-V functional and the def2-TZVPD basis.

```
42
Properties=species:S:1:pos:R:3
C 2.265 0.771 -0.868
N 1.776 -0.546 -0.531
C 1.110 -0.706 0.777
C 0.883 -2.201 1.019
S -0.637 -2.439 2.012
C 1.612 1.244 -2.273
N 0.718 0.263 -2.850
C 0.741 2.477 -1.953
H 2.101 1.498 -0.075
H 3.329 0.839 -1.130
H 2.475 -1.249 -0.679
H 1.648 -0.194 1.576
H 0.148 -0.209 0.641
H 1.739 -2.556 1.598
H 0.987 -2.698 0.066
H 2.449 1.422 -2.942
H 1.139 -0.615 -3.115
H 0.002 -0.025 -2.196
H 0.821 3.218 -2.759
H 1.023 2.904 -1.003
H -0.330 2.304 -1.970
H -1.863 0.651 -2.076
H -2.279 -0.695 -2.778
O -2.559 -0.005 -2.172
H 0.989 1.339 3.673
H -0.234 1.685 2.822
O 0.653 1.979 3.041
H -0.179 -2.772 -0.985
H 0.743 -3.249 -2.120
O -0.164 -3.012 -1.928
H -1.146 1.782 0.667
H -0.648 3.042 1.041
O -1.033 2.649 0.240
H -3.065 -0.461 1.889
H -2.706 0.496 0.905
O -3.022 0.511 1.817
H -2.868 -1.215 -0.435
H -2.492 -2.502 0.390
O -3.178 -1.839 0.215
H 0.098 -1.232 3.883
H -0.991 -0.351 4.391
O -0.054 -0.306 4.176
```

The frontier orbital gap is 0.2485 Ha. The relative energy (zero: lowest compared OMol25 entry of this formula, charge and spin) is 2.472 eV. The value obtained for the total energy is -1241.0925 a.u. The LUMO energy comes out at 0.1103 Eh. Its spin multiplicity is 1. The charge is -1.

Atom charges from the Löwdin analysis, given in e for atoms 1 to 8:
1. C -0.180
2. N -0.097
3. C -0.304
4. C -0.677
5. S 0.395
6. C -0.388
7. N 0.017
8. C -0.081